1.
82
Properties=species:S:1:pos:R:3:forces:R:3:lowdin_charge:R:1 method="wB97M-V/def2-TZVPD" homo_ev=-8.9 gap_ha=0.3270 smiles="CC(=O)N(C)CCCC[C@@H]1C[C@@H](P(=O)(O)O)[C@H]([PH2]=S)OS1(=O)=O.FC(F)C(F)(F)COC(F)(F)C(F)F.FC(F)C(F)(F)COC(F)(F)C(F)F" lumo_energy_ha=0.001
S -2.053250 -1.487454 0.386703 -1.2 -0.1 1.8 0.648
S 0.393352 0.523765 -4.355678 -0.2 -0.1 0.1 0.166
P 0.335743 -3.375085 -1.561482 1.3 -0.5 -0.9 0.445
P -0.469547 0.750850 -2.627624 0.8 -0.2 -1.0 0.391
F -1.353686 4.474874 0.191815 0.1 0.2 -0.2 0.075
F 7.358352 -5.534281 0.632700 0.1 0.0 0.1 0.141
F 1.252545 4.701773 -0.401256 -0.1 0.0 0.1 0.134
F 5.475177 -7.303883 2.999731 -0.2 0.1 0.0 0.105
F 7.213973 -6.019362 3.312817 0.0 0.0 -0.1 0.097
F 2.631426 8.932292 -2.105188 0.1 0.0 0.0 0.148
F 3.106048 -5.761699 2.651492 0.3 -0.1 -0.1 0.097
F 3.415412 -8.161693 1.165907 0.0 0.1 0.1 0.132
F 2.300555 9.340444 0.572550 0.0 0.0 -0.1 0.103
F 1.277140 -6.839900 2.183016 0.0 -0.1 -0.2 0.092
F 0.010949 3.919931 -2.016000 -0.2 0.0 -0.1 0.065
F 5.524646 -4.830969 1.546072 -0.1 -0.1 0.1 0.150
F 2.075051 -7.308909 -0.329076 -0.1 0.2 -0.1 0.106
F 0.636874 8.478417 -1.397555 0.0 -0.1 0.2 0.154
F -0.809088 6.582040 0.121509 0.3 0.2 0.0 0.114
F 1.882417 7.214876 0.855113 -0.2 -0.1 -0.1 0.102
O 5.526493 -6.676296 0.240580 -0.3 -0.2 0.7 0.045
O 2.071387 6.817378 -1.938941 -0.3 -0.1 0.7 0.046
O -6.539338 1.923300 -0.719089 0.8 -0.9 1.0 0.091
O 0.500031 -4.078290 -0.141523 -1.0 -0.1 -0.1 -0.125
O -3.116681 -0.892463 1.124524 -0.1 0.6 -0.3 -0.223
O -2.113377 -0.835173 -1.071694 0.5 -0.1 0.2 -0.233
O 1.434342 -3.725029 -2.461769 0.5 0.4 -0.1 -0.255
O -1.043318 -3.933945 -2.124401 -0.5 0.5 0.4 -0.102
O -2.092522 -2.914886 0.340531 0.8 -0.2 -0.8 -0.241
N -4.980321 1.589245 0.986018 -0.2 -0.2 0.1 -0.160
C 0.334235 5.056708 -1.323348 0.6 0.3 0.2 -0.428
C -0.528801 -0.931645 1.106803 0.8 0.1 -0.7 -0.307
C 2.496121 8.107717 0.055715 0.2 0.0 0.2 -0.288
C 0.971488 6.014700 -2.350043 0.1 0.1 -0.6 -0.033
C -6.029112 -0.342666 -0.177941 -0.1 -0.1 0.1 0.006
C -5.897049 1.142169 -0.026507 -0.7 1.2 -1.0 -0.455
C 3.019703 -6.998640 0.602836 0.5 -0.4 0.2 -0.436
C -5.609283 2.467295 1.963095 0.3 -0.2 0.1 -0.060
C 0.297302 -1.549694 -1.326238 -0.4 -0.2 0.6 -0.333
C -1.260087 1.583405 0.859309 0.3 0.6 0.6 -0.181
C 4.195773 -6.374619 -0.174863 0.2 0.3 -0.5 -0.027
C 6.196172 -5.942601 1.192964 -0.3 0.1 -0.7 -0.540
C -0.602229 0.473029 1.709739 -0.7 0.0 -0.4 -0.148
C 1.915383 8.061984 -1.362075 -0.2 -0.3 -0.6 -0.538
C 6.571161 -6.795985 2.409598 0.2 -0.1 0.2 -0.289
C 0.647873 -1.106937 0.103213 -0.2 -0.1 0.1 -0.137
C 2.298894 -6.131816 1.637259 -0.4 0.2 0.1 -0.306
C -0.964252 5.483347 -0.630635 -0.3 -0.1 -0.1 -0.291
C -2.577475 2.174295 1.407511 -0.3 -0.2 -0.2 -0.160
C -0.950549 -0.902553 -1.921077 0.0 0.1 -0.2 -0.493
C -3.761442 2.138240 0.423199 0.3 -0.1 -0.1 -0.187
H -1.226130 -1.471212 -2.803557 -0.3 0.1 -0.2 0.096
H -5.736772 3.495469 1.614488 -0.2 0.1 -0.1 0.090
H -1.605708 1.575108 -2.634200 0.0 -0.1 0.4 0.002
H 1.127325 -1.230862 -1.953600 0.1 -0.2 -0.3 0.104
H 1.213315 -0.180296 0.075335 0.0 0.2 -0.1 0.115
H -1.139416 -3.681147 -3.052086 0.0 -0.3 -0.1 0.100
H -7.026979 -0.596892 -0.516217 -0.2 0.1 -0.1 0.084
H 4.054312 -5.305702 -0.330548 -0.1 0.1 0.2 0.147
H -0.559415 2.410598 0.866871 0.3 0.1 -0.2 0.093
H 0.468603 1.261847 -1.717632 -0.5 0.2 0.4 -0.007
H 1.407858 5.354923 -3.098836 0.0 -0.1 0.1 0.150
H -3.937865 3.148945 0.031821 -0.1 0.1 0.0 0.120
H 0.218063 6.600381 -2.876273 -0.1 0.1 0.2 0.148
H 1.313414 -1.861814 0.505813 0.2 0.0 0.1 0.111
H -5.803777 -0.846563 0.753601 0.1 -0.1 0.1 0.076
H 0.421533 0.762586 1.927012 0.2 -0.1 0.2 0.118
H -3.474835 1.534283 -0.436712 -0.1 -0.2 -0.1 0.106
H -0.365161 -1.631497 1.919228 -0.2 -0.3 0.1 0.139
H -4.991217 2.470313 2.857895 0.1 0.2 0.1 0.081
H -5.331770 -0.709779 -0.928118 0.2 0.0 -0.1 0.084
H -1.756784 5.659456 -1.363180 0.0 0.0 0.0 0.177
H -6.555036 2.030825 2.265547 -0.3 0.1 -0.1 0.092
H -2.842435 1.680305 2.337029 -0.2 -0.2 0.0 0.106
H 7.223835 -7.617335 2.107554 0.0 0.1 -0.1 0.175
H 4.132762 -6.825254 -1.163626 0.0 -0.1 0.0 0.150
H 1.883891 -5.238248 1.169608 0.1 0.0 -0.1 0.139
H 3.565141 7.887406 0.033561 0.0 0.0 -0.1 0.176
H -1.134865 0.404773 2.652219 0.0 0.0 0.2 0.116
H -1.372902 1.312109 -0.184954 -0.1 -0.2 -0.1 0.051
H -2.421636 3.215386 1.649700 0.2 0.2 0.3 0.090
H -0.312175 -4.593736 0.010723 0.1 0.1 0.5 0.099



2.
61
Properties=species:S:1:pos:R:3:forces:R:3:mulliken_spin:R:1 method="wB97M-V/def2-TZVPD" homo_ev="-6.7 / -6.9" de_lowest_ev=0.000 multiplicity=4 gap_ha="0.2186 / 0.2058" lumo_energy_ha="-0.026 / -0.047" s_squared=3.779
V -1.148818 -1.030357 3.352739 0.6 0.8 1.1 2.157
P 0.402688 1.169565 -2.216098 -0.3 2.5 -6.6 -0.012
P -0.689385 -2.226067 -2.158645 2.9 0.5 -5.3 0.000
F 1.680111 2.474080 3.626772 -0.3 0.3 0.3 0.000
F 1.278199 3.736295 6.119284 -0.1 -0.1 -0.1 0.000
F -1.603264 0.288209 7.441386 -0.3 -0.2 -0.1 -0.004
F -2.500477 -1.052236 2.095313 0.1 -0.5 0.3 0.011
F -0.458198 2.603508 7.907068 0.2 0.3 0.0 0.000
O -0.067240 0.494785 2.984560 0.1 -0.9 -1.7 -0.031
C 1.236137 1.406604 0.297855 0.9 0.1 1.1 -0.012
C -0.214752 -1.092669 -0.126645 0.8 -0.2 2.1 0.003
C -0.056863 0.962652 4.219643 0.0 0.6 1.3 -0.077
C -0.891541 0.286174 5.141983 0.1 -0.1 -0.6 0.016
C -1.345525 -0.121028 -0.431810 -0.6 0.2 0.1 0.078
C -0.952884 0.841073 6.404764 0.8 1.0 -0.8 0.019
C 1.805388 2.335269 -2.672607 1.1 0.1 -0.2 0.223
C 0.138960 0.070228 -3.711348 0.2 0.3 -0.3 0.065
C -0.793978 2.596578 -3.168540 0.1 0.0 -0.1 0.033
C 2.184107 0.383537 -0.413462 -0.2 -0.3 0.7 0.031
C -2.223159 -3.117598 -1.805957 -0.6 -0.1 1.0 0.001
C -0.985939 -0.926476 -3.454996 -1.0 -0.7 -0.4 -0.010
C -0.306910 2.067424 6.680851 -0.1 -0.8 -0.1 0.010
C 0.093883 1.949829 -0.515562 -0.4 0.8 1.1 0.513
C 1.523193 -0.196534 -1.638508 -0.5 -0.3 0.6 0.013
C 0.566920 2.652976 5.757809 0.0 -0.2 0.8 0.002
C 0.338603 -3.426719 -3.101912 -0.7 -0.4 -0.2 0.000
C 0.719005 -1.489127 -1.347062 -1.2 0.2 4.4 -0.012
C -1.040243 1.195792 -1.166561 0.3 -1.8 3.8 0.107
C 0.757014 2.054921 4.530502 -0.4 -0.6 -0.2 -0.016
C 0.245291 -2.635613 3.508598 -1.0 1.0 -0.3 -0.110
H -1.963400 1.757562 -1.332439 0.6 -0.1 -0.4 -0.009
H 1.378567 -2.300513 -0.984581 -0.3 0.3 -0.2 -0.002
H 1.277297 -2.317157 3.343627 -0.1 -0.1 0.1 0.006
H -1.004451 3.460553 -2.517904 0.1 -0.2 -0.1 -0.004
H -3.086349 -2.447175 -1.672667 0.5 -0.1 0.1 0.000
H -1.937160 -0.428792 -3.212323 0.3 0.0 -0.2 -0.003
H -0.086170 0.693395 -4.583111 -0.2 -0.3 0.1 -0.008
H -1.136744 -1.498416 -4.377548 -0.4 0.0 0.1 0.001
H 2.739891 1.758535 -2.680088 0.0 0.2 0.1 0.003
H -0.613660 -1.969707 0.425050 -0.2 0.1 -0.7 -0.009
H 0.902302 1.021553 1.269616 -0.1 0.1 -0.2 0.037
H 1.102908 -0.424609 -3.911363 -0.5 0.0 -0.2 0.006
H 1.264729 -2.926932 -3.436202 -0.5 -0.1 0.2 0.000
H -0.109177 -3.260173 2.687526 0.2 -0.6 0.0 -0.001
H -2.137824 -0.644335 -0.971916 -0.2 0.1 -0.1 0.007
H 0.396204 -0.693345 0.677393 0.1 0.2 -0.1 -0.007
H -2.139032 -3.772233 -0.923608 0.0 0.3 -0.2 0.000
H -1.817582 0.167281 0.508902 0.1 -0.3 0.1 0.014
H 0.598929 -4.265070 -2.435597 0.0 0.2 -0.3 0.000
H 3.103744 0.898360 -0.683965 0.0 0.0 -0.3 -0.001
H 1.690509 2.795121 -3.663573 -0.2 -0.4 0.3 0.005
H 1.919283 3.165868 -1.956154 -0.2 -0.5 -0.2 -0.003
H -2.451067 -3.760817 -2.674003 0.5 0.4 0.2 0.000
H -0.216072 -3.793769 -3.975405 0.2 -0.2 0.2 0.000
H 2.503081 -0.408609 0.257531 0.0 -0.1 0.5 -0.003
H -0.014014 3.037784 -0.438444 0.0 -0.5 -0.4 -0.033
H -1.758628 2.146368 -3.446065 0.1 0.1 0.0 -0.002
H 1.878867 2.258336 0.564664 -0.4 0.0 -0.1 -0.008
H -0.341211 2.984910 -4.087224 0.0 0.0 0.0 0.002
H 0.093589 -3.082465 4.489036 0.2 -0.3 -0.1 0.020
H 2.272297 -0.406576 -2.398566 -0.1 0.2 -0.2 -0.004



3.
73
Properties=species:S:1:pos:R:3:forces:R:3:mulliken_spin:R:1 method="wB97M-V/def2-TZVPD" homo_ev="-11.1 / -11.2" total_charge=+1 de_lowest_ev=1.068 multiplicity=6 gap_ha="0.3429 / 0.2121" lumo_energy_ha="-0.065 / -0.199" s_squared=8.779
Fe 1.066542 0.528142 0.710305 -0.6 -0.5 0.6 3.784
S -0.507310 3.378807 1.577175 -0.2 0.1 -0.9 0.002
S -0.981312 -1.033347 0.802267 0.6 0.0 0.2 0.075
S 1.954039 2.851586 2.153206 0.8 0.3 1.3 0.002
S 1.524409 0.385140 -1.593932 0.6 0.3 -0.2 0.669
S 2.388206 -1.120350 1.897462 0.6 -0.2 -1.1 0.091
F -0.049367 2.701234 -0.914879 0.0 0.1 -0.2 0.001
F 3.322605 3.958674 4.139994 -0.3 -0.1 -0.1 0.000
F 4.533652 3.028851 2.628154 -0.4 -0.1 -0.2 0.000
F -1.317568 4.427098 -0.751083 -0.1 0.0 0.3 0.000
F 0.803185 4.636494 -0.454015 0.0 0.0 0.3 0.000
F 3.601083 4.939721 2.238177 -0.2 0.0 -0.2 0.000
O 2.225525 2.563745 0.762198 0.3 -0.5 -1.0 0.031
O -0.522494 1.924565 1.449002 0.2 -0.7 0.0 0.034
O -1.723462 3.975115 1.981155 0.0 0.4 0.3 0.002
O 1.850166 1.645953 2.935949 0.0 0.2 0.5 0.010
N -1.242500 -0.873197 -1.772735 0.2 0.0 -0.3 0.027
N 0.775739 3.871591 2.341644 0.0 0.2 0.1 0.002
N -2.680405 0.483256 -0.434486 0.1 0.3 0.0 0.011
N 0.958182 -1.902748 4.058975 0.4 0.4 0.0 0.008
N 2.756414 -0.799568 4.575083 -0.8 -0.4 -0.4 0.008
C -1.367194 -0.456681 -3.159912 -0.5 0.1 -0.4 0.019
C 5.134477 -0.678587 -2.938482 0.0 0.1 -0.1 -0.043
C 3.959131 -0.018106 4.466049 0.5 0.5 -0.1 0.003
C -1.508659 -3.575528 -3.109858 -0.1 0.0 -0.3 0.000
C 3.952421 0.008769 -2.756181 0.0 0.0 -0.2 0.083
C -0.236211 3.852342 -0.238838 -0.2 0.0 -0.3 0.003
C -3.672416 1.017491 -1.347269 -0.4 -0.3 -0.4 0.000
C 2.008460 -1.231441 3.542036 -0.2 0.0 0.0 0.000
C -1.706639 -0.391561 -0.628363 -0.1 -0.4 0.6 0.000
C 1.036442 -1.880832 5.423149 0.2 0.1 0.5 0.003
C -1.858410 -2.700347 -4.309779 -0.2 0.1 0.2 0.000
C 3.157471 -1.771752 -1.318955 0.1 -0.1 0.2 0.094
C -2.371667 -1.303340 -3.951591 0.4 0.1 -0.1 0.000
C -5.987710 0.417470 -0.394535 0.2 -0.2 0.0 0.000
C 3.444621 3.774096 2.832806 0.2 0.1 0.1 0.002
C 4.341412 -2.449320 -1.518293 -0.1 -0.2 0.0 -0.039
C 5.341679 -1.895582 -2.306309 -0.1 0.0 0.0 0.113
C 2.971638 -0.520136 -1.912047 -0.5 0.1 0.3 0.013
C 2.155145 -1.185611 5.743332 -0.4 -0.3 0.4 0.002
C -5.541682 0.101304 1.027927 -0.2 0.0 -0.2 0.000
C -4.923371 0.129029 -1.452020 -0.1 0.3 0.0 0.001
H 0.316326 -2.370456 6.043166 -0.1 0.0 0.2 0.000
H -3.304951 -1.385313 -3.392470 -0.1 0.1 0.0 0.000
H -0.554623 -1.603221 -1.637772 -0.3 0.2 0.3 -0.012
H -3.230537 1.138049 -2.332541 0.0 0.1 0.1 0.000
H -2.639452 -3.196545 -4.888053 0.1 0.0 -0.1 0.000
H 4.480452 -3.415593 -1.062014 0.1 -0.1 0.1 0.000
H -0.983465 -2.607445 -4.955338 0.0 0.0 -0.1 0.000
H 2.373358 -2.191057 -0.702787 0.0 0.0 0.0 0.006
H -1.615595 0.603740 -3.212953 0.1 -0.1 0.0 0.000
H 5.897020 -0.267893 -3.581202 0.1 0.1 0.0 0.000
H -6.866744 -0.182894 -0.636455 0.0 0.1 0.0 0.000
H -6.398823 0.123518 1.695415 0.0 0.0 0.2 0.000
H 6.278999 -2.411481 -2.436312 0.1 -0.1 0.0 0.005
H 4.433895 -0.233625 3.510032 0.0 0.0 0.1 0.000
H -0.374979 -0.570313 -3.604769 0.0 0.1 0.0 -0.013
H -4.823607 0.833445 1.392720 0.1 0.0 0.1 0.000
H 3.789047 0.957931 -3.240397 0.0 0.1 0.0 0.000
H -5.362738 0.307641 -2.434215 0.0 -0.1 -0.1 0.000
H -2.579031 -0.773280 -4.882346 -0.1 0.1 0.0 0.000
H -2.833816 0.688972 0.545443 0.2 -0.1 -0.1 0.000
H -3.951736 2.004356 -0.974710 0.1 0.0 -0.1 0.000
H 4.639723 -0.257157 5.282687 -0.1 -0.1 -0.1 0.000
H -0.547435 -3.302028 -2.678387 0.1 0.0 0.1 -0.002
H 0.230136 -2.338468 3.512158 0.2 0.1 -0.1 0.000
H 3.717705 1.045688 4.497376 0.0 -0.1 0.0 -0.001
H -1.432473 -4.612971 -3.425654 0.1 -0.1 0.1 0.000
H -2.277571 -3.504248 -2.343453 0.0 -0.1 0.1 0.000
H -6.283814 1.465196 -0.461830 -0.1 0.1 0.0 0.000
H -4.631747 -0.923270 -1.397115 0.0 0.0 -0.1 0.000
H 2.570748 -0.942340 6.700645 0.0 0.0 0.1 0.001
H -5.098543 -0.891379 1.078648 0.1 -0.1 0.1 0.000



no.,E (eV)
1,-125926.6383
2,-82171.3738
3,-142783.7661